The following is a quantum chemistry calculation of C41H49BO2P2Ru as an isolated structure at a distorted geometry, from OMol25.

Output
Max |F| (eV/A): 2.9
Relative energy (zero: lowest compared OMol25 entry of this formula, charge and spin) (kJ/mol): 0.0
E (eV): -69224.556
Highest occupied orbital energy (spin up / spin down) (eV): -13.02 / -13.15
Spin multiplicity: 5
Frontier orbital gap (spin up / spin down) (eV): 7.2313 / 5.1684
Charge: +2
LUMO (spin up / spin down) (eV): -5.791 / -7.980
⟨S²⟩: 6.0309

The geometry in XYZ format:
```
96
Properties=species:S:1:pos:R:3:forces:R:3:mulliken_charge:R:1
Ru 2.204 -2.551 -0.412 -1.74 0.42 1.49 -0.2087
C 3.916 -2.401 -1.728 2.04 1.92 -0.82 0.0294
C 3.354 -1.089 -1.505 2.05 -1.33 -1.24 -0.7136
C 2.479 -0.326 -2.464 -0.46 0.94 -0.27 -1.1027
C 0.984 -0.725 -2.499 -0.28 0.64 -0.02 -0.8540
C 0.703 -2.106 -1.981 -0.46 -1.11 -0.73 -0.6288
C 1.428 -3.282 -2.297 -1.37 0.64 -1.39 0.1716
C 2.403 -3.374 -3.475 -0.17 -0.16 -0.39 -1.2740
C 3.856 -3.107 -3.072 0.30 -0.42 -0.06 0.0140
C 1.387 -3.940 0.850 0.38 -2.06 0.79 -1.2898
H 4.872 -2.521 -1.190 -0.44 -0.04 -0.23 0.7980
H 4.009 -0.464 -0.892 -0.48 -0.26 0.54 0.6290
H 2.874 -0.336 -3.492 0.18 -0.41 0.29 0.5119
H 2.543 0.742 -2.183 -0.07 -0.47 -0.07 0.2684
H 0.369 -0.016 -1.908 0.48 -0.38 -0.14 0.4038
H 0.588 -0.565 -3.517 0.17 -0.39 0.15 0.4174
H -0.321 -2.248 -1.636 0.20 -0.08 0.35 0.6921
H 0.935 -4.237 -2.051 0.31 0.53 0.12 0.6655
H 2.087 -2.697 -4.286 -0.02 0.07 0.51 0.2836
H 2.307 -4.371 -3.937 0.08 0.28 0.43 0.4687
H 4.429 -4.050 -3.059 -0.50 0.56 0.28 -0.4204
H 4.401 -2.504 -3.825 -0.42 0.07 0.39 0.6749
H 2.114 -4.421 1.546 -0.79 0.07 -0.36 0.2761
H 0.918 -4.723 0.207 0.36 0.31 0.56 0.2726
H 0.568 -3.519 1.487 0.60 0.49 -0.68 0.4745
P -1.857 4.455 1.894 0.29 1.11 -0.85 0.3450
P -4.357 2.727 1.414 -2.20 1.22 -0.58 0.2072
C -2.841 4.767 0.405 -1.25 -1.42 -0.90 -0.3698
C -4.063 4.152 0.314 1.94 0.79 -0.06 -0.7990
C -1.624 6.226 2.474 -0.43 -0.27 0.73 0.2251
C -1.693 7.330 1.606 0.14 0.16 0.11 0.1755
C -1.424 8.625 2.093 -0.07 -0.44 -0.03 -0.6115
C -1.134 8.826 3.444 -0.01 -0.40 0.02 -0.4929
C -1.188 7.736 4.334 0.04 0.37 -0.13 -0.5489
C -1.460 6.456 3.863 0.18 -0.17 -0.55 -0.4749
C -0.282 3.925 1.134 0.20 -0.44 0.36 0.7112
C -0.221 2.612 0.609 0.31 0.53 0.06 -0.8043
C 0.957 2.161 0.015 0.07 0.24 0.11 -0.0293
C 2.088 2.990 -0.032 -0.43 0.17 0.21 -0.6131
C 2.035 4.268 0.537 0.11 0.07 -0.09 -0.7471
C 0.855 4.742 1.119 0.15 -0.43 -0.14 -0.5391
C -6.138 3.262 1.681 0.44 -0.47 0.63 0.4772
C -6.356 4.475 2.366 -0.30 -0.23 -0.35 -0.3917
C -7.634 5.031 2.370 -0.16 -0.12 -0.06 -0.5589
C -8.704 4.370 1.738 0.33 0.05 0.21 -0.5263
C -8.484 3.133 1.133 -0.05 -0.16 -0.04 -0.5615
C -7.208 2.565 1.105 -0.06 0.43 0.28 -0.3435
C -4.633 1.297 0.291 0.90 -0.53 0.18 0.2958
C -4.781 0.031 0.900 -0.05 0.35 -0.11 -0.3675
C -5.108 -1.084 0.133 0.09 0.01 -0.09 -0.6337
C -5.234 -0.965 -1.259 0.02 0.10 0.26 -0.4987
C -5.008 0.270 -1.868 0.23 0.30 0.11 -0.7130
C -4.676 1.404 -1.102 -0.13 -0.33 -0.07 -0.0426
H -2.336 5.284 -0.443 -0.82 0.19 0.77 0.6217
H -4.878 4.450 -0.368 0.69 -0.31 0.01 0.7660
H -1.968 7.196 0.557 0.30 0.12 0.38 0.3139
H -1.445 9.473 1.404 0.00 -0.33 0.22 0.3995
H -0.875 9.827 3.810 -0.21 -0.49 -0.15 0.3879
H -1.013 7.907 5.400 -0.11 -0.13 -0.40 0.3880
H -1.549 5.618 4.558 0.19 0.25 -0.15 0.3943
H -1.089 1.959 0.681 0.11 0.08 -0.06 0.3599
H 1.009 1.152 -0.400 -0.05 0.33 0.17 0.3264
H 3.004 2.636 -0.508 -0.21 0.14 0.20 0.3898
H 2.923 4.911 0.532 -0.40 -0.31 -0.05 0.3859
H 0.816 5.735 1.562 0.06 -0.17 -0.10 0.3694
H -5.526 4.982 2.859 -0.20 -0.05 -0.10 0.4214
H -7.814 5.979 2.878 0.08 -0.27 -0.15 0.3898
H -9.707 4.813 1.745 0.50 -0.22 0.01 0.3804
H -9.314 2.580 0.684 0.26 0.27 0.11 0.3890
H -7.045 1.607 0.626 -0.11 0.12 0.03 0.3213
H -4.626 -0.058 1.978 -0.22 -0.06 -0.27 0.3901
H -5.249 -2.055 0.616 0.05 0.36 -0.17 0.4532
H -5.484 -1.849 -1.858 0.08 0.46 0.23 0.4353
H -5.068 0.357 -2.953 0.00 0.00 0.30 0.4283
H -4.444 2.359 -1.581 -0.26 -0.38 0.05 0.4304
C 5.469 -6.069 -2.191 0.36 0.11 -0.53 -2.3491
C 4.517 -6.182 -1.010 0.98 -0.97 0.04 1.6581
C 4.060 -7.616 -1.009 -0.36 -0.71 0.11 -1.7972
O 3.360 -5.352 -1.187 -0.47 1.90 0.64 -0.3544
B 3.508 -4.241 -0.356 1.88 -1.53 0.72 0.6194
O 4.614 -4.375 0.530 -1.75 0.53 -1.18 -0.2966
C 5.143 -5.703 0.343 0.56 -1.52 0.12 1.8170
C 4.779 -6.628 1.505 -0.35 -0.32 0.73 -2.0395
C 6.659 -5.694 0.319 0.67 0.32 -0.12 -1.8295
H 6.293 -6.797 -2.107 -0.32 0.29 0.19 0.4789
H 5.930 -5.084 -2.305 -0.09 -0.10 -0.02 0.5036
H 4.951 -6.348 -3.115 -0.06 0.24 0.10 0.4897
H 3.579 -7.832 -1.971 -0.03 0.02 0.26 0.4782
H 4.898 -8.325 -0.914 -0.20 0.36 0.07 0.3621
H 3.360 -7.802 -0.192 -0.03 -0.14 -0.33 0.3585
H 5.365 -7.570 1.492 -0.37 0.54 -0.33 0.4095
H 5.048 -6.169 2.462 -0.13 0.20 -0.18 0.5249
H 3.720 -6.919 1.542 0.24 0.31 0.07 0.3114
H 7.058 -5.153 -0.540 0.06 0.08 0.25 0.3766
H 7.050 -5.247 1.236 -0.13 0.12 -0.07 0.4572
H 7.084 -6.712 0.296 -0.40 0.32 -0.15 0.3499
```
Forces are in eV/Å.